Arrangement 1

This record from the Open Molecules 2025 dataset describes a single CH2O2S2 molecule. The level of theory is wB97M-V/def2-TZVPD.

The calculation puts the HOMO-LUMO gap (spin up / spin down) at 8.39 / 8.39 eV.

Atoms and positions in Å:
S1 0.740 0.837 -1.350
S2 -1.607 0.045 0.555
O1 0.838 -0.799 0.939
O2 -0.289 1.710 -1.936
C1 -0.082 0.117 -0.118
H1 1.554 -1.154 0.321
H2 -1.154 -0.755 1.589



Arrangement 2

This record from the Open Molecules 2025 dataset describes 2 unconnected molecules or ions with the total composition CH2O2S2. The level of theory is wB97M-V/def2-TZVPD.

The calculation puts the HOMO-LUMO gap (spin up / spin down) at 8.13 / 8.13 eV.

Atoms and positions in Å:
S1 0.029 2.305 0.164
S2 0.906 1.188 -1.681
O1 1.226 2.585 1.009
O2 0.270 1.369 -2.989
C1 -0.155 0.545 -0.369
H1 -1.025 -0.085 -0.490
H2 1.092 -0.289 0.267



It is arrangement 1 that is most stable; the runner-up trails by 163.1 kJ/mol.



Arrangement 1

This record from the Open Molecules 2025 dataset describes a single C2H6N4 molecule. The level of theory is wB97M-V/def2-TZVPD.

The calculation puts the HOMO-LUMO gap at 10.02 eV.

Atoms and positions in Å:
N1 -1.682 0.832 0.298
N2 -1.056 -1.437 -0.139
N3 0.952 1.465 -0.086
N4 1.692 -0.915 0.394
C1 0.840 0.237 -0.081
C2 -0.634 -0.242 -0.072
H1 -2.669 0.574 0.338
H2 -1.394 1.831 0.047
H3 1.892 1.840 -0.358
H4 2.751 -0.790 0.062
H5 -2.108 -1.621 -0.166
H6 1.415 -1.773 -0.238



Arrangement 2

This record from the Open Molecules 2025 dataset describes a single C2H6N4 molecule. The level of theory is wB97M-V/def2-TZVPD.

The calculation puts the HOMO-LUMO gap at 8.79 eV.

Atoms and positions in Å:
N1 0.324 0.113 2.124
N2 0.477 0.120 -0.841
N3 -0.778 -0.042 -0.418
N4 1.435 -0.134 1.403
C1 1.486 -0.110 0.140
C2 -1.715 0.243 -1.321
H1 0.299 -0.580 2.840
H2 -0.534 0.144 1.545
H3 0.794 0.228 -1.840
H4 -1.435 0.321 -2.383
H5 -2.767 0.050 -0.922
H6 2.414 -0.353 -0.326



It is arrangement 1 that is most stable; the runner-up trails by 128.1 kJ/mol.



Arrangement 1

This record from the Open Molecules 2025 dataset describes a single C8H10N2O2 molecule. The level of theory is wB97M-V/def2-TZVPD.

The calculation puts the HOMO-LUMO gap at 9.21 eV.

Atoms and positions in Å:
O1 -0.469 -1.965 -3.861
O2 0.158 -3.055 -2.019
N1 0.648 -1.884 0.154
N2 0.066 0.174 0.431
C1 1.048 0.713 2.682
C2 -0.170 -1.962 -2.695
C3 0.090 -0.843 -0.410
C4 -0.755 0.580 -2.390
C5 1.080 -1.475 1.368
C6 0.719 -0.179 1.553
C7 -1.881 -0.249 -1.920
C8 -0.489 -0.813 -1.824
H1 1.912 0.236 3.078
H2 -2.358 -0.047 -0.930
H3 1.799 -2.055 1.948
H4 -2.585 -0.563 -2.765
H5 0.122 0.843 3.244
H6 -0.528 0.598 -3.499
H7 -0.637 1.609 -2.013
H8 1.515 1.577 2.234
H9 -0.305 1.167 0.299
H10 0.148 -2.831 -1.087



Arrangement 2

This record from the Open Molecules 2025 dataset describes a single C8H10N2O2 molecule. The level of theory is wB97M-V/def2-TZVPD.

The calculation puts the HOMO-LUMO gap (spin up / spin down) at 7.51 / 6.71 eV.

Atoms and positions in Å:
O1 -1.079 3.456 -0.381
O2 -3.206 -0.589 -1.037
N1 -2.418 1.540 -0.660
N2 -0.202 0.638 0.703
C1 -2.372 0.111 -0.536
C2 3.535 1.747 0.659
C3 -1.195 -1.591 0.805
C4 -1.006 -0.418 -0.113
C5 1.052 0.963 0.482
C6 2.209 1.247 0.732
C7 -0.291 -0.871 -1.387
C8 -1.492 2.385 -0.367
H1 0.682 -1.235 -1.373
H2 3.911 1.760 -0.372
H3 -1.723 -1.296 1.705
H4 -3.308 1.717 -1.201
H5 -0.196 -1.947 1.084
H6 -0.248 0.156 -1.939
H7 -0.834 -1.610 -2.014
H8 3.674 2.671 1.254
H9 -1.641 -2.412 0.358
H10 4.207 1.066 1.147



It is arrangement 1 that is most stable; the runner-up trails by 372.8 kJ/mol.



Arrangement 1

This record from the Open Molecules 2025 dataset describes 2 unconnected molecules or ions with the total composition C3H3N3O3. The level of theory is wB97M-V/def2-TZVPD.

The calculation puts the HOMO-LUMO gap (spin up / spin down) at 7.88 / 7.88 eV.

Atoms and positions in Å:
O1 -0.861 1.853 -0.708
O2 0.041 1.494 -1.760
O3 -0.378 2.190 2.183
N1 0.287 0.132 0.987
N2 0.649 -1.660 -0.171
N3 1.234 -0.569 1.686
C1 1.517 -1.563 0.921
C2 -0.177 1.310 1.479
C3 -0.108 -0.635 -0.181
H1 2.281 -2.182 1.188
H2 0.547 2.293 -1.805
H3 -0.835 -0.326 -0.888



Arrangement 2

This record from the Open Molecules 2025 dataset describes a single C3H3N3O3 molecule. The level of theory is wB97M-V/def2-TZVPD.

The calculation puts the HOMO-LUMO gap at 8.06 eV.

Atoms and positions in Å:
O1 3.498 0.048 -0.009
O2 -2.136 -0.569 0.045
O3 -0.068 2.177 -0.024
N1 -1.927 0.808 -0.163
N2 -0.918 -1.181 -0.139
N3 2.363 0.515 -0.031
C1 -0.579 1.077 -0.079
C2 0.064 -0.241 -0.136
C3 1.375 -0.522 -0.131
H1 -0.883 -2.005 0.438
H2 -2.599 1.429 0.297
H3 1.809 -1.534 -0.068



It is arrangement 2 that is most stable; the runner-up trails by 43.9 kJ/mol.



Arrangement 1

This record from the Open Molecules 2025 dataset describes a single C2H4OS3 molecule. The level of theory is wB97M-V/def2-TZVPD.

The calculation puts the HOMO-LUMO gap at 8.69 eV.

Atoms and positions in Å:
S1 -1.851 1.052 0.041
S2 -1.851 -1.052 0.040
S3 0.822 -0.002 0.926
O1 2.176 -0.001 0.398
C1 -0.075 -1.316 -0.047
C2 -0.075 1.316 -0.043
H1 0.298 -1.291 -1.071
H2 0.129 -2.282 0.407
H3 0.299 1.295 -1.066
H4 0.129 2.281 0.415



Arrangement 2

This record from the Open Molecules 2025 dataset describes 2 unconnected molecules or ions with the total composition C2H4OS3. The level of theory is wB97M-V/def2-TZVPD.

The calculation puts the HOMO-LUMO gap (spin up / spin down) at 7.07 / 7.23 eV.

Atoms and positions in Å:
S1 0.341 0.416 1.506
S2 2.177 0.850 -0.891
S3 -0.882 1.921 1.286
O1 0.005 -0.866 2.092
C1 1.003 0.191 -0.087
C2 -1.020 -0.903 -1.478
H1 -1.613 0.060 -1.916
H2 1.523 0.909 2.233
H3 -0.417 -1.378 -2.236
H4 -1.116 -1.199 -0.509



Arrangement 3

This record from the Open Molecules 2025 dataset describes a single C2H4OS3 molecule. The level of theory is wB97M-V/def2-TZVPD.

The calculation puts the HOMO-LUMO gap at 8.52 eV.

Atoms and positions in Å:
S1 -0.071 -1.703 2.256
S2 1.674 -0.658 2.164
S3 -1.288 -0.574 -1.098
O1 -0.305 0.997 1.632
C1 0.178 -0.294 1.328
C2 0.341 -0.447 -0.245
H1 0.952 -1.430 -0.474
H2 -2.049 -0.317 -0.011
H3 0.897 0.396 -0.530
H4 -0.171 1.254 2.584



It is arrangement 1 that is most stable; the runner-up trails by 16.6 kJ/mol.



Arrangement 1

This record from the Open Molecules 2025 dataset describes a single C17H20N2O4 molecule. The level of theory is wB97M-V/def2-TZVPD.

The calculation puts the HOMO-LUMO gap at 8.25 eV.

Atoms and positions in Å:
O1 -5.787 4.196 -2.287
O2 1.525 0.267 1.341
O3 -6.401 2.115 -2.849
O4 5.964 -1.846 0.983
N1 -1.374 -2.650 -0.791
N2 1.346 -1.955 0.966
C1 -4.367 2.377 -1.699
C2 5.806 -0.851 3.241
C3 5.689 -0.674 1.728
C4 -7.576 2.646 -3.441
C5 -2.293 2.654 -0.520
C6 -2.072 1.270 -0.550
C7 -0.867 0.768 0.063
C8 -0.975 -1.649 -0.388
C9 5.057 -2.916 1.105
C10 2.615 -2.296 1.569
C11 -3.028 0.453 -1.167
C12 -5.571 3.009 -2.295
C13 0.925 -0.678 0.869
C14 -4.160 0.999 -1.733
C15 -0.384 -0.492 0.144
C16 3.666 -2.639 0.508
C17 -3.423 3.200 -1.087
H1 -7.317 3.345 -4.238
H2 -3.600 4.265 -1.070
H3 4.702 -0.267 1.471
H4 3.329 -3.519 -0.045
H5 2.470 -3.148 2.240
H6 -2.882 -0.614 -1.199
H7 0.837 -2.688 0.496
H8 -4.892 0.363 -2.205
H9 -8.127 1.798 -3.839
H10 5.541 -3.724 0.550
H11 6.764 -1.303 3.489
H12 -8.171 3.175 -2.693
H13 4.958 -3.234 2.152
H14 2.921 -1.427 2.154
H15 -0.236 1.513 0.538
H16 3.752 -1.813 -0.200
H17 5.740 0.121 3.720
H18 -1.564 3.295 -0.047
H19 5.010 -1.480 3.632
H20 6.448 0.034 1.385



Arrangement 2

This record from the Open Molecules 2025 dataset describes 2 unconnected molecules or ions with the total composition C17H20N2O4. The level of theory is wB97M-V/def2-TZVPD.

The calculation puts the HOMO-LUMO gap at 9.55 eV.

Atoms and positions in Å:
O1 -0.072 2.485 -2.201
O2 4.512 0.547 1.007
O3 1.077 0.617 1.760
O4 3.223 -0.051 -0.736
N1 0.997 1.660 -0.318
N2 -4.722 0.216 -1.227
C1 4.402 -1.768 0.406
C2 0.101 1.601 -1.406
C3 -1.675 -2.107 -0.515
C4 3.244 1.293 -1.234
C5 -4.969 0.031 -0.124
C6 -4.875 1.032 2.134
C7 0.686 0.656 0.623
C8 2.326 2.221 -0.455
C9 -1.470 -0.340 -2.159
C10 4.067 -0.309 0.291
C11 5.358 -2.199 -0.711
C12 -0.802 -1.465 0.354
C13 -1.999 -1.562 -1.758
C14 -5.217 -0.207 1.297
C15 -0.615 0.297 -1.284
C16 -0.278 -0.257 -0.058
C17 -3.410 1.437 2.008
H1 5.580 -3.263 -0.633
H2 3.502 -2.385 0.381
H3 -1.706 0.116 -3.111
H4 4.873 -1.912 1.377
H5 -5.108 0.816 3.178
H6 2.958 1.238 -2.284
H7 -6.264 -0.485 1.421
H8 -2.748 0.625 2.313
H9 6.292 -1.637 -0.675
H10 4.885 -2.051 -1.684
H11 2.747 2.459 0.518
H12 -3.163 1.709 0.980
H13 -0.547 -1.880 1.321
H14 -2.691 -2.065 -2.419
H15 -5.515 1.861 1.829
H16 -4.606 -1.055 1.612
H17 -2.120 -3.050 -0.221
H18 -3.195 2.300 2.638
H19 2.241 3.156 -1.015
H20 4.262 1.684 -1.176



It is arrangement 2 that is most stable; the runner-up trails by 110.9 kJ/mol.



Arrangement 1

This record from the Open Molecules 2025 dataset describes a single C8H9NO molecule. The level of theory is wB97M-V/def2-TZVPD.

The calculation puts the HOMO-LUMO gap (spin up / spin down) at 9.17 / 5.28 eV.

Atoms and positions in Å:
O1 -1.945 -1.804 -1.445
N1 0.659 -0.686 0.393
C1 0.805 -0.309 -0.831
C2 1.803 -1.236 0.827
C3 -0.477 0.015 -1.554
C4 2.801 -0.850 -0.114
C5 -1.831 -0.577 0.463
C6 -2.074 0.753 1.013
C7 -1.524 -0.807 -0.905
C8 2.142 -0.347 -1.300
H1 2.043 -1.742 1.738
H2 -2.142 -1.473 0.987
H3 -3.070 0.747 1.377
H4 3.934 -0.871 -0.019
H5 2.396 -0.207 -2.305
H6 -0.445 -0.380 -2.529
H7 -1.428 0.977 1.902
H8 -1.749 1.430 0.174
H9 -0.830 1.010 -1.674



Arrangement 2

This record from the Open Molecules 2025 dataset describes a single C8H9NO molecule. The level of theory is wB97M-V/def2-TZVPD.

The calculation puts the HOMO-LUMO gap at 9.39 eV.

Atoms and positions in Å:
O1 -0.143 1.287 -1.328
N1 -1.307 0.144 0.360
C1 1.195 -1.805 -1.240
C2 1.071 -1.304 -0.139
C3 0.912 0.856 0.789
C4 -1.275 1.359 -2.231
C5 1.153 -0.615 1.154
C6 0.012 -1.079 1.997
C7 -0.253 0.710 -0.114
C8 -1.124 -0.473 1.592
H1 -1.993 -0.669 2.276
H2 0.812 1.448 1.716
H3 1.800 1.354 0.346
H4 1.558 -2.416 -1.998
H5 -1.174 2.322 -2.713
H6 -2.305 1.107 -1.763
H7 -1.187 0.593 -3.063
H8 0.008 -1.818 2.842
H9 2.242 -1.002 1.516



It is arrangement 2 that is most stable; the runner-up trails by 36.4 kJ/mol.



Arrangement 1

This record from the Open Molecules 2025 dataset describes 2 unconnected molecules or ions with the total composition C12H17N. The level of theory is wB97M-V/def2-TZVPD.

The calculation puts the HOMO-LUMO gap at 8.69 eV.

Atoms and positions in Å:
N1 2.274 1.401 0.333
C1 0.516 1.107 3.521
C2 -1.063 -1.992 -1.046
C3 2.182 1.300 1.705
C4 0.117 -2.502 -0.255
C5 0.860 1.253 2.095
C6 0.107 1.196 0.911
C7 -1.611 1.549 -0.764
C8 -0.695 1.527 -1.838
C9 0.988 1.354 -0.200
C10 -1.253 1.323 0.527
C11 -1.072 -2.276 -2.550
C12 0.651 1.272 -1.559
H1 1.406 1.121 -2.316
H2 0.533 -3.437 -0.632
H3 -2.661 1.745 -0.952
H4 3.098 1.729 -0.137
H5 -0.417 1.552 3.866
H6 -2.096 -2.408 -2.917
H7 -0.778 -1.482 -3.244
H8 1.239 1.569 4.207
H9 -0.171 -2.490 0.807
H10 0.540 0.075 3.888
H11 -1.900 -2.603 -0.649
H12 -1.417 -1.021 -0.723
H13 0.988 -1.840 -0.149
H14 -1.995 1.402 1.316
H15 3.023 0.997 2.311
H16 -0.499 -3.193 -2.686
H17 -0.896 1.772 -2.869



Arrangement 2

This record from the Open Molecules 2025 dataset describes 2 unconnected molecules or ions with the total composition C12H17N. The level of theory is wB97M-V/def2-TZVPD.

The calculation puts the HOMO-LUMO gap at 8.85 eV.

Atoms and positions in Å:
N1 1.850 2.248 1.211
C1 -0.408 -0.371 2.558
C2 1.091 1.096 1.410
C3 2.299 0.849 -0.539
C4 2.588 2.077 0.032
C5 0.214 0.896 2.483
C6 0.716 -1.041 0.414
C7 2.924 0.207 -1.718
C8 -2.772 0.155 -0.114
C9 -1.512 -1.504 -1.638
C10 1.406 0.191 0.404
C11 -0.157 -1.242 1.476
C12 -2.913 -0.954 -1.178
H1 -1.449 -1.797 -2.691
H2 1.377 3.121 1.413
H3 -0.468 -2.269 1.645
H4 -3.436 -1.782 -0.719
H5 -0.743 -0.730 -1.572
H6 -2.078 0.902 -0.522
H7 -3.356 -0.328 -1.976
H8 0.679 -1.685 -0.432
H9 2.909 -0.876 -1.631
H10 3.911 0.594 -1.992
H11 -1.148 -0.520 3.320
H12 2.451 0.304 -2.728
H13 3.260 2.899 -0.158
H14 -3.690 0.581 0.248
H15 -1.168 -2.397 -1.078
H16 0.016 1.634 3.241
H17 -2.393 -0.260 0.830



Arrangement 3

This record from the Open Molecules 2025 dataset describes 2 unconnected molecules or ions with the total composition C12H17N. The level of theory is wB97M-V/def2-TZVPD.

The calculation puts the HOMO-LUMO gap at 8.70 eV.

Atoms and positions in Å:
N1 -0.351 1.865 -2.424
C1 -1.166 0.764 -2.567
C2 0.672 2.992 -0.417
C3 -1.495 0.241 -1.355
C4 -0.898 1.175 1.027
C5 -0.100 2.031 -1.086
C6 -0.127 2.077 1.729
C7 0.643 2.970 0.958
C8 -2.439 -0.901 -1.141
C9 2.456 -2.589 0.491
C10 -0.811 1.052 -0.365
C11 1.494 -1.563 1.079
C12 0.127 -2.123 1.488
H1 0.047 -3.209 1.337
H2 2.316 -3.625 0.790
H3 2.367 -2.620 -0.603
H4 1.976 -0.996 1.874
H5 -1.870 -1.830 -1.246
H6 -2.862 -0.927 -0.175
H7 1.137 3.779 1.486
H8 1.257 -0.788 0.349
H9 -1.510 0.451 1.559
H10 0.153 2.417 -3.093
H11 -3.129 -0.990 -1.977
H12 3.477 -2.242 0.624
H13 -1.514 0.403 -3.523
H14 -0.275 -1.854 2.459
H15 -0.645 -1.874 0.753
H16 1.295 3.765 -0.831
H17 -0.224 2.149 2.799



Arrangement 4

This record from the Open Molecules 2025 dataset describes 2 unconnected molecules or ions with the total composition C12H17N. The level of theory is wB97M-V/def2-TZVPD.

The calculation puts the HOMO-LUMO gap at 8.76 eV.

Atoms and positions in Å:
N1 -1.723 -0.785 -0.657
C1 1.395 -2.786 1.161
C2 -0.517 -1.330 1.162
C3 0.494 2.477 -1.923
C4 -2.262 -0.145 0.423
C5 0.249 -2.302 -0.957
C6 1.777 1.642 -2.274
C7 -1.521 -0.373 1.563
C8 -0.660 -1.565 -0.217
C9 0.511 -1.985 1.836
C10 0.076 2.342 -0.467
C11 -1.465 0.438 2.784
C12 1.236 -2.973 -0.230
H1 0.152 1.315 -0.109
H2 -2.302 0.617 3.450
H3 -2.986 0.642 0.272
H4 -0.192 2.062 -2.658
H5 -0.997 1.416 2.574
H6 1.992 -3.595 -0.694
H7 2.533 2.284 -2.752
H8 0.560 3.084 0.163
H9 2.261 -3.193 1.662
H10 -1.000 2.539 -0.382
H11 -2.287 -1.073 -1.424
H12 0.567 -1.956 2.921
H13 1.587 0.924 -3.068
H14 0.696 3.497 -2.244
H15 -0.732 0.071 3.521
H16 2.305 1.225 -1.421
H17 0.251 -2.514 -2.017



It is arrangement 3 that is most stable; the runner-up trails by 19.1 kJ/mol.